[1]
Density functional theory data (wB97M-V/def2-TZVPD) for the molecule C7H7NP2 in a non-equilibrium geometry.

XYZ file:
```
17
Properties=species:S:1:pos:R:3:nbo_charge:R:1
C -0.431 -0.507 2.711 -0.26
C 0.738 -0.828 1.910 -0.30
C -1.448 0.317 2.250 -0.01
C 1.102 -0.286 0.743 -0.41
C -1.331 0.994 -0.177 0.05
C 1.201 -0.144 -1.917 -0.71
C -0.002 0.430 -2.664 -0.65
N -1.569 0.726 0.972 -0.41
P 1.732 0.721 -0.331 0.68
P -1.191 1.551 -1.662 0.42
H -0.535 -1.036 3.619 0.22
H 1.325 -1.605 2.309 0.23
H -2.246 0.598 2.996 0.22
H 2.134 -0.266 -2.426 0.23
H 0.793 -1.201 -1.679 0.23
H 0.354 0.992 -3.525 0.23
H -0.626 -0.456 -3.129 0.24
```

E_tot in hartree: -1008.22358
HOMO in eV: -7.5
Charge: 0
Gap between HOMO and LUMO in eV: 7.48
M in g mol⁻¹: 167.088
ΔE to the lowest compared entry with this formula, charge and spin in kcal/mol: 0.0

[2]
Density functional theory data (wB97M-V/def2-TZVPD) for a cluster of 3 separate species, C10H22BN2O4 in total in a non-equilibrium geometry.

XYZ file:
```
39
Properties=species:S:1:pos:R:3:nbo_charge:R:1
C 3.152 -1.238 2.233 -0.47
C 2.789 0.016 2.012 -0.39
B 1.316 0.658 2.446 0.59
O 0.759 -0.256 3.502 -0.74
C -0.188 -1.088 2.907 -0.08
C -0.192 -0.657 1.408 -0.12
O 0.236 0.680 1.427 -0.74
H 4.175 -1.404 2.564 0.15
H 2.473 -2.070 2.115 0.16
H 3.523 0.634 1.496 0.18
H 1.500 1.784 2.890 -0.13
H 0.116 -2.144 2.908 0.13
H -1.142 -0.953 3.432 0.13
H 0.621 -1.236 0.932 0.14
H -1.049 -0.929 0.781 0.19
C 1.619 0.460 -2.209 -0.73
C 2.847 -0.322 -1.809 0.68
O 3.431 -0.106 -0.770 -0.59
N 3.284 -1.304 -2.663 -0.64
C 2.716 -1.705 -3.933 -0.41
H 1.403 1.185 -1.429 0.27
H 1.790 0.991 -3.149 0.20
H 0.757 -0.202 -2.311 0.23
H 4.103 -1.787 -2.330 0.39
H 2.430 -2.759 -3.890 0.19
H 3.460 -1.580 -4.724 0.18
H 1.840 -1.112 -4.175 0.21
C -2.750 1.584 0.917 -0.75
C -3.151 0.730 -0.251 0.69
O -2.388 -0.076 -0.750 -0.63
N -4.419 0.877 -0.750 -0.63
C -5.461 1.772 -0.293 -0.41
H -1.724 1.338 1.196 0.32
H -2.799 2.642 0.648 0.21
H -3.399 1.389 1.775 0.21
H -4.617 0.271 -1.530 0.39
H -6.336 1.192 0.009 0.19
H -5.752 2.441 -1.107 0.18
H -5.123 2.367 0.549 0.22
```

E_tot in hartree: -829.58189
HOMO in eV: -3.3
Charge: -1
Gap between HOMO and LUMO in eV: 6.03
M in g mol⁻¹: 245.108
ΔE to the lowest compared entry with this formula, charge and spin in kcal/mol: 51.3

[3]
Density functional theory data (wB97M-V/def2-TZVPD) for a cluster of 2 separate species, C7H16N4OS in total in a non-equilibrium geometry.

XYZ file:
```
29
Properties=species:S:1:pos:R:3:nbo_charge:R:1
C 1.438 0.596 0.977 0.56
C 0.630 -1.487 -0.190 0.51
C 1.861 -0.614 0.271 -0.36
C -0.798 0.300 0.133 0.19
C 2.734 -0.166 -0.907 -0.58
C -0.999 1.895 -1.990 -0.48
C -3.174 -0.400 1.530 -0.83
N 0.171 0.940 0.950 -0.56
N -0.536 -0.906 -0.290 -0.57
N 0.841 -2.715 -0.660 -0.72
N 2.272 1.069 1.826 -0.69
O -3.124 0.114 -1.081 -0.84
S -2.604 0.773 0.278 1.20
H 2.443 -1.300 0.879 0.26
H 2.054 0.516 -1.526 0.23
H 3.091 -0.955 -1.543 0.26
H 3.539 0.229 -0.328 0.23
H -1.937 2.228 -1.640 0.15
H -1.097 1.230 -2.750 0.18
H -0.117 2.601 -2.098 0.21
H -2.460 -0.350 2.325 0.25
H -3.003 -1.485 1.052 0.29
H -4.274 -0.276 1.895 0.31
H -0.168 1.745 1.454 0.44
H -3.798 0.529 -1.661 0.56
H 1.770 -3.194 -0.586 0.44
H 0.000 -3.286 -0.835 0.44
H 3.148 0.507 1.990 0.45
H 2.097 1.861 2.527 0.46
```

E_tot in hartree: -968.01784
HOMO (alpha / beta) in eV: -15.4 / -14.6
Charge: +2
Gap between HOMO and LUMO (alpha / beta) in eV: 7.47 / 7.62
M in g mol⁻¹: 204.299
ΔE to the lowest compared entry with this formula, charge and spin in kcal/mol: 104.5

[4]
Density functional theory data (wB97M-V/def2-TZVPD) for the molecule C11H9NO2 in a non-equilibrium geometry.

XYZ file:
```
23
Properties=species:S:1:pos:R:3:nbo_charge:R:1
C -2.419 -1.634 0.083 -0.21
C -1.336 -2.477 -0.075 -0.21
C -2.248 -0.255 0.203 -0.24
C -0.041 -1.972 -0.139 -0.20
C -0.971 0.247 0.154 0.09
C 0.126 -0.611 -0.025 -0.10
C 0.195 1.973 -1.064 -0.17
C 1.226 1.156 -1.257 -0.22
C 0.648 1.607 1.265 -0.21
C -0.489 1.681 0.263 -0.37
C 1.375 0.181 -0.146 0.06
N 2.637 -0.447 0.130 0.51
O 3.100 -1.137 -0.753 -0.37
O 3.140 -0.264 1.214 -0.35
H -3.415 -2.046 0.123 0.21
H -1.492 -3.540 -0.173 0.22
H -3.096 0.402 0.334 0.22
H 0.796 -2.638 -0.293 0.23
H -0.157 2.728 -1.740 0.23
H 1.874 1.124 -2.116 0.24
H 1.360 2.414 1.277 0.21
H 0.461 1.115 2.207 0.21
H -1.273 2.393 0.526 0.23
```

E_tot in hartree: -629.61748
HOMO in eV: -8.8
Charge: 0
Gap between HOMO and LUMO in eV: 8.90
M in g mol⁻¹: 187.198
ΔE to the lowest compared entry with this formula, charge and spin in kcal/mol: 57.6

[5]
Density functional theory data (wB97M-V/def2-TZVPD) for the molecule C2HNOS2 in a non-equilibrium geometry.

XYZ file:
```
7
Properties=species:S:1:pos:R:3:nbo_charge:R:1
C 0.416 -3.500 0.218 0.50
C 0.127 -1.375 0.164 -0.32
N -0.067 -4.492 0.475 -0.33
O 0.969 -2.334 -0.285 -0.45
S -1.039 -1.613 1.247 0.36
S 0.688 0.059 -0.633 0.10
H -0.411 0.797 -0.478 0.13
```

E_tot in hartree: -1002.99827
HOMO (alpha / beta) in eV: -6.8 / -10.1
Charge: 0
2S+1: 3
Gap between HOMO and LUMO (alpha / beta) in eV: 7.20 / 6.66
M in g mol⁻¹: 119.170
ΔE to the lowest compared entry with this formula, charge and spin in kcal/mol: 6.4

[6]
Density functional theory data (wB97M-V/def2-TZVPD) for a structure of composition C24H43ClIrNO3PSi3.

XYZ file:
```
77
Properties=species:S:1:pos:R:3:nbo_charge:R:1
Ir 0.088 -0.156 0.384 0.95
C -2.774 -0.295 -2.035 -1.15
Si -3.043 0.153 -0.236 1.73
C -3.287 -1.423 0.753 -1.14
C -4.663 1.095 -0.119 -1.14
C -1.564 1.193 0.412 -1.75
Si -1.939 1.929 2.132 1.74
C -2.931 3.505 1.904 -1.14
C -2.906 0.746 3.212 -1.13
C -0.434 2.409 3.141 -1.14
Si -1.077 2.520 -0.828 1.74
C -2.491 3.370 -1.707 -1.15
C 0.081 3.864 -0.222 -1.14
C -0.046 1.610 -2.137 -0.21
C 0.075 2.026 -3.458 -0.18
C 0.901 1.341 -4.333 -0.15
C 1.609 0.247 -3.863 -0.23
C 1.454 -0.120 -2.542 0.05
N 0.646 0.536 -1.704 -0.52
H -3.602 -0.925 -2.372 0.25
H -1.853 -0.860 -2.187 0.23
H -2.744 0.579 -2.689 0.23
H -3.425 -2.275 0.084 0.25
H -4.175 -1.350 1.382 0.25
H -2.446 -1.652 1.404 0.23
H -5.451 0.480 -0.560 0.25
H -4.647 2.045 -0.651 0.24
H -4.948 1.291 0.916 0.24
H -3.855 3.357 1.345 0.24
H -2.348 4.278 1.398 0.23
H -3.197 3.897 2.889 0.25
H -3.896 0.513 2.822 0.24
H -3.041 1.212 4.192 0.25
H -2.379 -0.198 3.366 0.23
H 0.137 3.224 2.695 0.23
H 0.250 1.583 3.326 0.23
H -0.790 2.758 4.114 0.25
H -3.141 3.870 -0.987 0.26
H -3.102 2.691 -2.301 0.25
H -2.095 4.141 -2.372 0.25
H -0.170 4.240 0.769 0.24
H 0.026 4.707 -0.915 0.25
H 1.115 3.520 -0.216 0.24
H -0.488 2.886 -3.796 0.23
H 0.995 1.655 -5.365 0.24
H 2.269 -0.320 -4.503 0.24
H 1.992 -0.970 -2.146 0.20
C 2.898 2.591 2.078 -0.25
O 2.502 1.296 2.558 -0.82
P 2.139 0.072 1.627 1.84
O 3.516 -0.126 0.861 -0.82
C 3.904 -1.352 0.225 -0.25
O 2.185 -1.133 2.673 -0.82
C 1.122 -1.330 3.617 -0.26
H 3.168 3.169 2.955 0.22
H 2.070 3.073 1.566 0.19
H 3.759 2.497 1.417 0.20
H 4.849 -1.157 -0.272 0.22
H 3.165 -1.666 -0.510 0.17
H 4.035 -2.133 0.972 0.20
H 1.212 -2.347 3.987 0.21
H 0.144 -1.196 3.142 0.18
H 1.224 -0.625 4.441 0.21
Cl -0.587 -3.204 -2.818 -0.01
C -1.197 -3.801 -1.302 0.08
C -2.209 -4.743 -1.329 -0.26
C -2.676 -5.282 -0.140 -0.18
C -2.118 -4.887 1.071 -0.21
C -1.118 -3.937 1.085 -0.17
C -0.641 -3.349 -0.097 -0.15
C 0.424 -2.365 -0.048 -0.66
H -2.614 -5.063 -2.279 0.24
H -3.465 -6.022 -0.162 0.23
H -2.467 -5.321 1.998 0.23
H -0.680 -3.625 2.027 0.21
H 0.981 -2.264 -0.973 0.22
H 1.064 -2.465 0.832 0.23
```

E_tot in hartree: -2994.97906
HOMO (alpha / beta) in eV: -10.1 / -11.3
Charge: +1
2S+1: 5
Gap between HOMO and LUMO (alpha / beta) in eV: 7.63 / 6.41
M in g mol⁻¹: 736.514
ΔE to the lowest compared entry with this formula, charge and spin in kcal/mol: 1.2

[7]
Density functional theory data (wB97M-V/def2-TZVPD) for the molecule C3H3NO in a non-equilibrium geometry.

XYZ file:
```
8
Properties=species:S:1:pos:R:3:nbo_charge:R:1
C 1.664 -2.782 0.721 0.92
C 0.318 -0.983 0.074 0.17
C 0.212 0.342 -0.765 -0.74
N 1.197 -1.919 -0.006 -0.62
O 2.198 -3.577 1.308 -0.43
H -0.728 0.724 -0.470 0.23
H 0.400 0.333 -1.873 0.22
H 1.038 1.068 -0.455 0.24
```

E_tot in hartree: -245.97830
HOMO (alpha / beta) in eV: -7.5 / -7.5
Charge: 0
Gap between HOMO and LUMO (alpha / beta) in eV: 7.44 / 7.45
M in g mol⁻¹: 69.063
ΔE to the lowest compared entry with this formula, charge and spin in kcal/mol: 71.1

[8]
Density functional theory data (wB97M-V/def2-TZVPD) for a cluster of 2 separate species, C5H9NO2 in total in a non-equilibrium geometry.

XYZ file:
```
17
Properties=species:S:1:pos:R:3:nbo_charge:R:1
C -2.087 0.175 0.653 -0.78
C -2.522 0.865 -0.283 0.71
C 1.409 1.017 0.490 -0.62
C 0.764 -0.676 -1.303 -0.65
C 1.103 -0.432 0.143 -0.11
N 0.133 -0.943 1.082 0.06
O -2.816 1.567 -1.121 -0.46
O -0.210 -2.122 0.956 -0.24
H -1.538 0.489 1.517 0.28
H -2.414 -0.795 0.571 0.26
H 2.154 1.438 -0.155 0.22
H 0.479 1.489 0.105 0.21
H 1.616 1.114 1.572 0.22
H 0.465 -1.758 -1.202 0.24
H 1.616 -0.399 -2.009 0.24
H -0.226 -0.063 -1.610 0.22
H 2.073 -0.967 0.594 0.20
```

E_tot in hartree: -400.94700
HOMO (alpha / beta) in eV: -8.1 / -9.3
Charge: 0
2S+1: 3
Gap between HOMO and LUMO (alpha / beta) in eV: 8.92 / 8.25
M in g mol⁻¹: 115.132
ΔE to the lowest compared entry with this formula, charge and spin in kcal/mol: 36.2

[9]
Density functional theory data (wB97M-V/def2-TZVPD) for a cluster of 2 separate species, C4H14N2O in total in a non-equilibrium geometry.

XYZ file:
```
21
Properties=species:S:1:pos:R:3:nbo_charge:R:1
C -1.351 0.879 -1.665 -0.42
N -1.545 1.479 -0.371 -0.63
C -1.449 0.588 0.784 -0.22
C -0.218 -0.289 1.037 -0.25
N 1.037 0.409 0.834 -0.64
C 2.154 -0.197 1.518 -0.41
H -0.988 1.561 -2.449 0.21
H -2.267 0.419 -2.086 0.18
H -0.618 0.050 -1.647 0.17
H -0.989 2.314 -0.274 0.36
H -1.768 1.144 1.664 0.20
H -2.277 -0.101 0.623 0.18
H -0.310 -0.704 2.051 0.20
H -0.461 -1.196 0.449 0.15
H 1.192 0.617 -0.142 0.36
H 3.031 0.397 1.233 0.20
H 2.033 0.003 2.598 0.20
H 2.331 -1.275 1.324 0.17
O 0.921 -2.027 -2.142 -0.95
H 0.257 -2.631 -1.838 0.48
H 1.287 -1.436 -1.503 0.48
```

E_tot in hartree: -345.50226
HOMO in eV: -8.6
Charge: 0
Gap between HOMO and LUMO in eV: 9.37
M in g mol⁻¹: 106.169
ΔE to the lowest compared entry with this formula, charge and spin in kcal/mol: 46.4

[10]
Density functional theory data (wB97M-V/def2-TZVPD) for the molecule C5H10 in a non-equilibrium geometry.

XYZ file:
```
15
Properties=species:S:1:pos:R:3:nbo_charge:R:1
C 2.468 -0.163 0.001 -0.59
C 0.907 -0.301 0.054 -0.20
C 0.091 0.744 -0.013 -0.20
C -1.373 0.666 0.061 -0.43
C -1.995 -0.740 -0.098 -0.61
H 2.625 0.757 -0.081 0.18
H 2.972 -0.786 0.909 0.22
H 2.839 -0.756 -0.955 0.21
H 0.253 -1.339 0.125 0.20
H 0.509 1.812 -0.360 0.19
H -1.639 1.335 -0.606 0.20
H -1.790 1.051 1.096 0.20
H -3.116 -0.582 -0.161 0.22
H -1.545 -1.315 -0.811 0.20
H -1.696 -1.412 0.817 0.20
```

E_tot in hartree: -196.39560
HOMO in eV: -9.0
Charge: 0
Gap between HOMO and LUMO in eV: 10.26
M in g mol⁻¹: 70.135
ΔE to the lowest compared entry with this formula, charge and spin in kcal/mol: 70.8

[11]
Density functional theory data (wB97M-V/def2-TZVPD) for a structure of composition C7H14O10Tl in a non-equilibrium geometry.

XYZ file:
```
32
Properties=species:S:1:pos:R:3:nbo_charge:R:1
Tl -3.135 1.136 1.033 0.99
O -5.288 1.172 4.215 -0.49
H -5.911 1.925 4.223 0.43
O 1.947 -0.268 4.413 -0.60
C 0.745 0.231 4.435 0.91
O 0.189 0.301 5.551 -0.37
O 0.257 0.729 3.416 -0.38
H 1.881 -0.508 5.340 0.50
C -2.910 -4.091 -2.004 -0.26
O -1.594 -4.331 -1.420 -0.49
C -0.882 -3.269 -0.985 1.00
O -1.245 -2.122 -0.882 -0.68
O 0.315 -3.713 -0.569 -0.50
C 1.222 -2.960 0.189 -0.25
H -3.156 -5.103 -2.328 0.21
H -2.878 -3.505 -2.923 0.19
H -3.649 -3.639 -1.343 0.19
H 1.122 -1.945 -0.197 0.20
H 2.216 -3.386 0.054 0.21
H 0.927 -3.002 1.237 0.18
C 0.847 2.259 -3.888 -0.26
O 1.624 3.055 -2.937 -0.47
C 1.363 3.022 -1.675 1.01
O 0.382 2.476 -1.103 -0.70
O 2.408 3.718 -1.108 -0.50
C 2.700 3.850 0.193 -0.24
H 1.011 1.183 -3.824 0.20
H 1.253 2.512 -4.867 0.21
H -0.199 2.566 -3.883 0.20
H 1.858 3.858 0.885 0.18
H 3.197 4.813 0.307 0.20
H 3.382 3.037 0.446 0.18
```

E_tot in hartree: -1199.43942
HOMO in eV: -12.6
Charge: +1
Gap between HOMO and LUMO in eV: 2.49
M in g mol⁻¹: 462.562
ΔE to the lowest compared entry with this formula, charge and spin in kcal/mol: 84.0

[12]
Density functional theory data (wB97M-V/def2-TZVPD) for a structure of composition C24H26N4O6S in a non-equilibrium geometry.

XYZ file:
```
61
Properties=species:S:1:pos:R:3:nbo_charge:R:1
C 4.870 0.857 -0.645 -0.63
C 3.463 1.345 -1.243 -0.08
O 2.335 0.629 -0.591 -0.50
C 1.178 1.190 -0.747 0.21
C 0.329 1.086 0.298 -0.14
C -0.853 1.322 0.277 -0.13
C -1.211 2.041 -0.762 -0.15
C -0.707 2.370 -1.939 -0.27
C 0.634 1.897 -1.985 0.23
O 1.436 2.031 -3.008 -0.69
S 0.975 0.773 -4.350 2.20
O -0.346 1.241 -4.869 -0.86
O 2.137 1.180 -5.098 -0.86
C 0.974 -0.679 -3.310 -0.34
C 2.102 -1.183 -3.136 -0.17
C 2.320 -2.377 -2.195 -0.15
C 1.126 -2.592 -1.396 0.04
C -0.058 -2.010 -1.774 -0.23
C -0.325 -1.000 -2.654 -0.09
H -0.999 -0.502 -2.903 0.18
H -1.105 -2.218 -1.344 0.23
C 1.149 -3.900 -0.535 -0.69
H 0.216 -4.581 -0.644 0.24
H 2.110 -4.405 -0.437 0.23
H 0.605 -3.241 0.372 0.28
H 3.039 -2.880 -1.934 0.18
H 3.158 -0.837 -3.545 0.27
H -1.118 2.724 -2.776 0.23
H -2.319 2.368 -0.803 0.17
C -1.836 0.846 1.460 -0.25
C -2.343 -0.637 1.139 -0.17
C -3.499 -0.995 0.731 0.25
N -3.433 -2.510 0.906 -0.46
N -2.037 -2.716 1.189 -0.48
C -1.312 -1.641 1.497 0.66
O -0.319 -1.919 1.882 -0.58
H -2.090 -3.596 1.626 0.39
H -3.756 -3.244 0.337 0.37
C -4.685 -0.444 0.338 -0.65
H -5.399 -1.271 -0.007 0.23
H -4.373 0.182 -0.348 0.23
H -4.853 0.031 1.106 0.23
C -1.219 1.046 2.710 -0.23
C -0.271 1.997 3.256 0.25
N -0.262 1.744 4.465 -0.36
N -1.008 0.646 5.099 -0.42
C -1.704 0.248 4.015 0.62
O -2.576 -0.576 4.156 -0.66
H -1.309 0.419 5.867 0.39
H 0.762 1.735 4.880 0.37
C 0.306 2.976 2.554 -0.62
H 0.533 3.773 3.267 0.21
H 1.121 2.598 2.271 0.24
H -0.112 3.393 1.860 0.23
H -2.754 1.420 1.493 0.21
H 0.808 0.029 1.134 0.21
H 3.538 1.168 -2.459 0.19
H 3.480 2.402 -1.362 0.20
H 4.880 -0.256 -0.773 0.21
H 4.982 1.024 0.558 0.21
H 5.624 1.479 -1.174 0.22
```

E_tot in hartree: -1997.97878
HOMO in eV: -7.5
Charge: 0
Gap between HOMO and LUMO in eV: 7.33
M in g mol⁻¹: 498.561
ΔE to the lowest compared entry with this formula, charge and spin in kcal/mol: 565.2